Entry 1:
This record from OMol25 describes C42H44As3F6HgN5O9 as an isolated structure in a non-equilibrium geometry. The level of theory is the ωB97M-V functional and the def2-TZVPD basis.

Results
Relative energy (zero: lowest compared OMol25 entry of this formula, charge and spin) (kJ/mol): 0.0
HOMO energy (hartree): -0.2701
Gap between HOMO and LUMO (eV): 6.02
Electronic energy (Eh): -10037.8310

The geometry in ORCA input format:
```
! wB97M-V def2-TZVPD RIJCOSX def2/J DEFGRID3
* xyz 0 1
Hg 0.41 1.77 -1.05
C -2.36 4.51 -3.80
C -1.13 3.94 -3.44
N -0.73 3.80 -2.20
C -1.53 4.29 -1.21
C -2.77 4.93 -1.47
C -3.16 5.02 -2.82
C -3.52 5.50 -0.41
C -3.06 5.40 0.86
C -1.88 4.69 1.17
C -1.07 4.16 0.15
N 0.09 3.41 0.31
C 0.86 3.50 1.46
C 0.87 4.56 2.35
C 1.78 4.63 3.42
C 2.69 3.65 3.65
C 2.69 2.53 2.80
C 3.60 1.46 2.98
C 3.55 0.37 2.16
C 2.60 0.36 1.13
N 1.75 1.33 0.91
C 1.77 2.43 1.71
H -2.61 4.58 -4.85
H -0.47 3.54 -4.18
H -4.11 5.49 -3.06
H -4.45 5.99 -0.65
H -3.62 5.82 1.70
H -1.59 4.58 2.20
H 0.26 5.43 2.21
H 1.76 5.50 4.06
H 3.40 3.69 4.47
H 4.35 1.55 3.75
H 4.21 -0.46 2.31
H 2.58 -0.49 0.46
F 2.99 2.62 -1.38
As 3.52 2.14 -3.01
F 5.03 2.89 -2.81
F 4.16 0.67 -2.34
F 3.90 1.60 -4.58
F 1.94 1.34 -3.22
F 2.77 3.56 -3.66
C -3.13 -2.00 -0.73
O -4.02 -1.17 0.02
C -4.06 -1.15 1.37
O -5.05 -0.76 1.93
C -2.80 -1.52 2.10
C -2.83 -2.44 3.08
As -1.38 -2.95 4.38
C -1.84 -1.52 5.63
C -0.08 -2.15 3.11
C -0.14 -0.83 2.92
As -1.27 -0.46 1.40
C -2.09 1.27 1.68
C -0.01 0.14 4.04
O -0.55 1.23 4.11
O 0.89 -0.30 4.92
C 1.21 0.67 5.95
C 0.02 -3.10 1.96
O -0.67 -4.09 1.85
O 1.05 -2.81 1.17
C 1.31 -3.78 0.14
C -4.08 -3.16 3.49
O -4.50 -3.01 4.61
O -4.70 -4.01 2.68
C -4.13 -4.42 1.44
H -3.78 -2.63 -1.34
H -2.51 -2.59 -0.07
H -2.52 -1.35 -1.36
H -2.78 -1.86 6.10
H -1.99 -0.51 5.22
H -1.06 -1.47 6.39
H -2.68 1.31 2.59
H -2.74 1.49 0.84
H -1.31 2.03 1.72
H 2.02 0.24 6.55
H 0.34 0.89 6.57
H 1.53 1.60 5.48
H 2.21 -3.47 -0.33
H 0.48 -3.83 -0.55
H 1.38 -4.74 0.62
H -4.42 -5.45 1.29
H -3.08 -4.34 1.49
H -4.51 -3.80 0.64
C 3.31 -5.16 -4.56
C 2.96 -4.62 -3.18
N 2.26 -3.32 -3.21
C 3.11 -2.11 -3.41
C 3.10 -1.52 -4.82
C 0.92 -3.36 -3.17
O 0.26 -4.39 -3.14
C 0.22 -2.04 -3.21
C -0.68 -1.76 -4.23
C -1.27 -0.52 -4.30
C -0.95 0.41 -3.37
N -0.15 0.12 -2.33
C 0.43 -1.07 -2.24
H 3.81 -6.12 -4.43
H 3.99 -4.47 -5.11
H 2.39 -5.30 -5.14
H 3.86 -4.47 -2.58
H 2.29 -5.30 -2.66
H 4.10 -2.40 -3.11
H 2.80 -1.35 -2.73
H 3.46 -2.24 -5.53
H 3.72 -0.62 -4.82
H 2.07 -1.21 -5.09
H -0.97 -2.56 -4.92
H -1.98 -0.27 -5.09
H -1.36 1.41 -3.41
H 1.06 -1.26 -1.39
*
```

Entry 2:
This record from OMol25 describes one molecule with the formula C5H4Br2OS in a non-equilibrium geometry. The level of theory is the ωB97M-V functional and the def2-TZVPD basis.

Results
Relative energy (zero: lowest compared OMol25 entry of this formula, charge and spin) (kJ/mol): 286.6
SMILES string: COC#C[C@H](Br)C(=S)Br
HOMO energy (hartree): -0.3341
Gap between HOMO and LUMO (eV): 8.35
Electronic energy (Eh): -5814.2594

The geometry in ORCA input format:
```
! wB97M-V def2-TZVPD RIJCOSX def2/J DEFGRID3
* xyz 0 1
C 2.94 -0.18 0.37
O 1.75 -0.68 0.96
C 0.64 -0.30 0.42
C -0.39 -0.02 -0.14
C -1.64 0.45 -0.66
Br -1.77 2.44 -0.51
C -2.80 -0.19 0.03
S -3.77 0.43 1.14
Br -3.00 -2.02 -0.58
H 2.94 0.91 0.37
H 3.05 -0.54 -0.65
H 3.75 -0.56 0.99
H -1.69 0.26 -1.74
*
```

Entry 3:
This record from OMol25 describes a 4-piece molecular cluster, C48H55O22PSSi overall in a non-equilibrium geometry. The level of theory is the ωB97M-V functional and the def2-TZVPD basis.

Results
SMILES string: C#CC1=C(S(C)(=O)=O)C(=O)c2c(CCO[Si](C)(C)C)c(CCCCOC=O)c(CCP(=O)(OCC)OCC)c(C)c2C1=O.O=C1C=C(O)C(=O)C=C1O.O=C1C=C(O)C(=O)C=C1O.O=C1C=C(O)C(=O)C=C1O
HOMO energy (hartree): -0.3354
Gap between HOMO and LUMO (eV): 7.25
Electronic energy (Eh): -4546.3570

The geometry in ORCA input format:
```
! wB97M-V def2-TZVPD RIJCOSX def2/J DEFGRID3
* xyz 0 1
C -5.83 -1.70 2.54
C -4.79 -1.13 2.78
C -3.41 -0.63 2.61
C -3.12 0.66 2.44
S -4.47 1.89 2.48
C -5.37 1.70 0.92
O -3.91 3.23 2.47
O -5.31 1.74 3.64
C -1.65 1.11 2.22
O -1.22 2.14 2.66
C -0.84 0.12 1.36
C 0.13 0.56 0.42
C 0.36 2.06 0.29
C -0.88 2.88 -0.23
O -0.59 3.38 -1.54
Si -0.01 4.96 -1.56
C 1.81 5.14 -1.05
C -0.12 5.53 -3.37
C -1.03 6.19 -0.54
C 0.81 -0.43 -0.36
C 1.82 0.05 -1.41
C 3.31 -0.35 -1.09
C 3.99 -0.77 -2.45
C 4.20 0.45 -3.40
O 3.03 0.76 -4.17
C 2.69 2.08 -4.10
O 1.95 2.59 -4.89
C 0.48 -1.80 -0.15
C 1.20 -2.83 -1.05
C 0.27 -3.65 -2.00
P -0.87 -2.64 -3.03
O -0.72 -1.18 -2.89
O -0.60 -3.06 -4.59
C -0.60 -1.94 -5.50
C 0.78 -1.22 -5.61
O -2.39 -3.03 -2.51
C -3.36 -3.05 -3.58
C -4.66 -2.35 -3.02
C -0.48 -2.24 0.79
C -0.75 -3.75 0.95
C -1.14 -1.27 1.55
C -2.23 -1.64 2.57
O -2.21 -2.61 3.27
H -6.68 -2.32 2.30
H -4.62 1.41 0.16
H -6.10 0.87 0.97
H -5.83 2.64 0.59
H 1.22 2.34 -0.34
H 0.60 2.45 1.31
H -1.11 3.67 0.52
H -1.75 2.19 -0.29
H 2.49 4.39 -1.51
H 2.14 6.14 -1.44
H 1.95 5.20 0.05
H 0.45 4.78 -3.97
H -1.18 5.45 -3.69
H 0.31 6.53 -3.52
H -0.56 6.43 0.44
H -1.04 7.15 -1.11
H -2.08 5.87 -0.44
H 1.78 1.13 -1.62
H 1.54 -0.46 -2.36
H 3.85 0.51 -0.66
H 3.29 -1.25 -0.44
H 4.92 -1.33 -2.26
H 3.32 -1.48 -3.00
H 4.51 1.30 -2.77
H 5.01 0.18 -4.10
H 3.07 2.73 -3.28
H 1.67 -3.58 -0.36
H 2.03 -2.42 -1.65
H -0.31 -4.44 -1.49
H 0.94 -4.20 -2.71
H -0.78 -2.37 -6.51
H -1.43 -1.23 -5.34
H 1.60 -1.80 -5.15
H 0.98 -0.94 -6.66
H 0.74 -0.26 -5.05
H -3.62 -4.11 -3.78
H -3.07 -2.49 -4.48
H -4.70 -1.35 -3.49
H -5.56 -2.91 -3.35
H -4.61 -2.19 -1.93
H 0.07 -4.38 0.58
H -0.98 -4.04 1.98
H -1.64 -3.98 0.32
O -4.19 9.04 7.13
C -4.33 8.29 6.19
C -3.78 6.94 6.16
C -3.95 6.15 5.09
O -3.46 4.91 5.05
C -4.70 6.64 3.88
O -4.82 5.91 2.92
C -5.27 7.99 3.92
C -5.10 8.76 4.99
O -5.60 10.00 5.06
H -3.24 6.60 7.04
H -3.71 4.54 4.18
H -5.82 8.32 3.05
H -5.34 10.34 5.94
O 2.70 -2.58 2.66
C 3.81 -2.17 2.93
C 4.87 -3.03 3.45
C 6.07 -2.52 3.74
O 7.07 -3.28 4.22
C 6.37 -1.06 3.56
O 7.48 -0.65 3.86
C 5.32 -0.21 3.02
C 4.12 -0.71 2.73
O 3.14 0.04 2.23
H 4.64 -4.08 3.58
H 7.82 -2.67 4.35
H 5.56 0.84 2.88
H 2.38 -0.57 2.10
O 0.33 -7.10 0.58
C 1.40 -7.35 0.06
C 2.63 -6.65 0.42
C 3.79 -6.95 -0.19
O 4.93 -6.33 0.11
C 3.85 -8.00 -1.26
O 4.92 -8.23 -1.80
C 2.63 -8.72 -1.60
C 1.48 -8.42 -0.98
O 0.34 -9.05 -1.27
H 2.57 -5.89 1.19
H 5.61 -6.73 -0.47
H 2.69 -9.48 -2.36
H -0.34 -8.65 -0.69
*
```

Entry 4:
This record from OMol25 describes a 7-piece molecular cluster, C28H56O7 overall in a non-equilibrium geometry. The level of theory is the ωB97M-V functional and the def2-TZVPD basis.

Results
Relative energy (zero: lowest compared OMol25 entry of this formula, charge and spin) (kJ/mol): 386.7
SMILES string: C1CCOC1.C1CCOC1.C1CCOC1.C1CCOC1.C1CCOC1.C1CCOC1.C1CCOC1
HOMO energy (hartree): -0.3464
Gap between HOMO and LUMO (eV): 9.91
Electronic energy (Eh): -1626.8729

The geometry in ORCA input format:
```
! wB97M-V def2-TZVPD RIJCOSX def2/J DEFGRID3
* xyz 0 1
C 2.74 -3.66 5.05
C 2.39 -2.34 5.72
C 3.65 -1.65 5.75
O 4.68 -2.56 5.34
C 4.20 -3.93 5.50
H 2.60 -3.66 3.97
H 2.07 -4.45 5.38
H 1.85 -2.57 6.64
H 1.67 -1.68 5.24
H 3.84 -1.33 6.77
H 3.68 -0.78 5.09
H 4.34 -4.16 6.56
H 4.88 -4.43 4.81
C -5.13 -6.36 7.64
C -5.34 -6.36 6.11
C -4.01 -5.66 5.60
O -4.01 -4.52 6.51
C -4.41 -4.99 7.82
H -4.57 -7.18 8.08
H -6.08 -6.41 8.16
H -6.24 -5.84 5.79
H -5.43 -7.40 5.81
H -4.18 -5.35 4.57
H -3.05 -6.15 5.73
H -5.23 -4.40 8.23
H -3.59 -5.10 8.53
C -1.18 8.38 -0.90
C -1.73 9.61 -0.23
C -3.20 9.30 -0.08
O -3.34 7.85 -0.21
C -2.07 7.28 -0.20
H -0.11 8.29 -0.74
H -1.35 8.46 -1.98
H -1.65 10.51 -0.84
H -1.19 9.88 0.67
H -3.74 9.95 -0.77
H -3.40 9.55 0.96
H -2.07 6.31 -0.70
H -1.68 7.12 0.80
C 0.53 -2.26 -0.58
C -0.91 -1.75 -0.39
C -0.79 -0.34 -0.91
O 0.52 0.11 -0.58
C 1.31 -0.97 -0.24
H 0.81 -2.53 -1.60
H 0.67 -3.22 -0.08
H -1.13 -1.70 0.68
H -1.59 -2.35 -1.00
H -1.66 0.16 -0.47
H -0.81 -0.53 -1.99
H 1.52 -0.96 0.83
H 2.26 -1.05 -0.79
C 9.17 -4.88 -2.40
C 8.41 -4.71 -1.09
C 9.34 -3.78 -0.22
O 9.92 -2.93 -1.22
C 10.22 -3.69 -2.33
H 8.54 -4.83 -3.29
H 9.64 -5.86 -2.47
H 8.28 -5.58 -0.44
H 7.48 -4.15 -1.20
H 10.17 -4.18 0.36
H 8.81 -3.24 0.56
H 11.24 -3.95 -2.05
H 10.22 -3.25 -3.33
C -7.56 0.88 -4.58
C -8.05 0.23 -3.31
C -8.71 -1.07 -3.80
O -7.97 -1.39 -4.95
C -7.56 -0.23 -5.64
H -6.58 1.37 -4.49
H -8.34 1.57 -4.89
H -8.79 0.81 -2.76
H -7.15 -0.01 -2.73
H -9.75 -0.87 -4.07
H -8.79 -1.90 -3.10
H -8.20 0.00 -6.49
H -6.57 -0.47 -6.05
C 1.27 5.09 -5.88
C 2.23 5.11 -4.74
C 3.30 6.01 -5.12
O 2.64 7.02 -5.89
C 1.47 6.50 -6.52
H 0.26 4.74 -5.67
H 1.65 4.44 -6.67
H 2.62 4.10 -4.57
H 1.56 5.54 -4.00
H 4.02 5.41 -5.67
H 3.96 6.39 -4.33
H 1.65 6.41 -7.59
H 0.60 7.15 -6.41
*
```